101
Properties=species:S:1:pos:R:3 method="wB97M-V/def2-TZVPD" total_energy_ev=-120042.22871 total_charge=-2 spin_multiplicity=4 de_lowest_ev=0.0000
V -0.24 -1.13 0.69
C 2.70 3.21 -2.86
C 3.17 2.72 -1.50
O 4.63 2.89 -1.47
P 2.95 0.87 -1.35
O 4.37 0.45 -0.76
O 3.03 0.37 -2.88
O 1.84 0.17 -0.68
P 2.40 3.73 -0.10
O 3.83 4.33 0.53
O 1.68 4.86 -0.74
O 1.86 2.82 0.94
H 3.26 2.73 -3.66
H 2.82 4.29 -2.89
H 1.64 3.00 -3.00
H 4.77 3.53 -0.74
H 4.94 1.25 -0.87
H 2.21 -0.09 -3.12
H 3.92 3.93 1.41
N -7.07 -3.86 -1.31
C -6.02 -3.46 -1.04
C -4.71 -2.96 -0.70
C -4.46 -2.44 0.57
C -3.20 -1.95 0.87
C -2.11 -1.96 -0.03
C -2.43 -2.52 -1.29
C -3.69 -3.00 -1.64
H -5.25 -2.41 1.31
H -3.02 -1.57 1.87
H -1.67 -2.58 -2.06
H -3.87 -3.41 -2.63
C -4.83 3.49 0.66
C -4.33 2.05 0.67
C -4.40 1.53 2.11
C -5.24 1.18 -0.20
P -2.54 1.78 0.16
C -1.69 3.09 1.12
C -1.08 2.64 2.29
C -0.43 3.54 3.13
C -0.35 4.88 2.80
C -0.93 5.33 1.62
C -1.60 4.45 0.79
C -2.36 2.21 -1.66
C -0.87 2.49 -1.88
C -2.70 0.93 -2.44
C -3.18 3.35 -2.26
H -5.85 3.52 1.06
H -4.86 3.92 -0.35
H -4.21 4.14 1.28
H -5.44 1.58 2.45
H -3.79 2.13 2.78
H -4.06 0.50 2.19
H -6.24 1.16 0.24
H -4.88 0.16 -0.28
H -5.34 1.59 -1.21
H -1.07 1.59 2.53
H 0.06 3.15 4.02
H 0.18 5.57 3.44
H -0.83 6.37 1.32
H -2.02 4.82 -0.13
H -0.24 1.72 -1.43
H -0.55 3.45 -1.48
H -0.69 2.49 -2.96
H -2.17 0.06 -2.04
H -2.40 1.06 -3.49
H -3.76 0.69 -2.43
H -3.01 4.31 -1.77
H -4.25 3.14 -2.23
H -2.90 3.47 -3.31
Te -0.35 -1.29 3.24
C 0.68 -4.81 2.04
C 1.01 -4.60 0.56
C -0.16 -5.08 -0.29
P 1.45 -2.85 0.17
C 2.05 -2.95 -1.61
C 1.04 -2.55 -2.68
C 2.75 -4.24 -2.02
C 3.13 -2.59 0.96
C 3.89 -3.86 1.34
C 3.14 -1.61 2.13
H 0.55 -5.88 2.23
H -0.24 -4.28 2.30
H 1.44 -4.42 2.71
H 1.90 -5.20 0.32
H -1.08 -4.57 0.01
H -0.31 -6.15 -0.14
H -0.02 -4.91 -1.36
H 2.81 -2.16 -1.61
H 0.32 -3.35 -2.88
H 1.55 -2.35 -3.62
H 0.46 -1.67 -2.40
H 2.08 -5.10 -1.98
H 3.62 -4.46 -1.39
H 3.12 -4.16 -3.05
H 3.69 -2.10 0.15
H 3.42 -4.37 2.18
H 4.90 -3.58 1.66
H 4.00 -4.58 0.52
H 2.63 -2.02 3.00
H 2.63 -0.68 1.90
H 4.18 -1.39 2.38



16
Properties=species:S:1:pos:R:3 method="wB97M-V/def2-TZVPD" total_energy_ev=-8292.16334 total_charge=+1 spin_multiplicity=2 de_lowest_ev=1.4662
C -1.30 1.01 -1.39
O -0.17 0.19 -1.47
C -1.44 1.62 0.01
H -1.20 1.83 -2.11
H -2.18 0.40 -1.62
H -2.24 2.36 0.04
H -1.66 0.85 0.75
H -0.53 2.16 0.29
N 1.59 -2.30 1.30
C 1.36 -1.44 0.30
N 1.48 -0.15 0.36
H 1.44 -1.98 2.24
H 1.31 -3.26 1.14
H 1.05 -1.86 -0.65
H 0.77 0.32 -0.47
H 1.70 0.24 1.27